Entry 1:
A molecular structure, C23H59IN4O14P2Si2. Source: the OMol25 dataset; level of theory: the ωB97M-V functional and the def2-TZVPD basis.

```
105
Properties=species:S:1:pos:R:3:lowdin_charge:R:1
C 5.171 -0.702 -1.239 -0.01
C 3.840 -1.389 -1.508 -0.53
O 3.660 -2.506 -1.096 0.10
N 2.795 -0.759 -2.267 -0.10
C 3.314 0.075 -3.393 -0.09
Si 1.645 0.089 -1.261 0.30
O 0.410 0.580 -2.285 -0.03
C 0.390 1.870 -2.788 -0.45
O 0.780 2.058 -3.902 0.13
C -0.209 2.991 -2.005 -0.14
C -0.558 4.142 -2.703 -0.02
C -1.113 5.261 -2.078 -0.05
C -1.360 5.231 -0.711 -0.05
C -1.018 4.077 -0.002 -0.06
C -0.456 2.978 -0.627 -0.07
O 1.164 -1.052 -0.138 -0.22
Si -0.111 -0.790 0.900 0.37
C -1.733 -0.334 0.109 -0.21
C -2.941 -1.123 0.738 -0.32
C -3.447 -2.240 -0.197 -0.62
I -3.707 -4.134 0.767 0.86
O -0.389 -2.327 1.630 -0.08
C 0.725 -2.747 2.169 -0.41
N 1.627 -3.075 2.806 0.20
P 0.421 0.526 2.669 0.64
N -0.070 -0.086 4.054 -0.33
P 2.740 1.771 -0.246 0.67
N 3.192 2.886 -1.291 -0.32
H 5.108 0.357 -1.513 0.06
H 5.997 -1.203 -1.736 0.10
H 5.301 -0.728 -0.152 0.06
H 3.693 1.060 -3.111 0.06
H 4.154 -0.467 -3.838 0.10
H 2.546 0.116 -4.161 0.08
H -0.358 4.185 -3.766 0.12
H -1.329 6.111 -2.710 0.11
H -1.811 6.091 -0.237 0.11
H -1.217 4.080 1.064 0.11
H -0.181 2.109 -0.044 0.04
H -1.983 0.725 0.178 0.07
H -1.737 -0.576 -0.957 0.08
H -2.727 -1.485 1.743 0.06
H -3.766 -0.416 0.840 0.10
H -4.422 -1.958 -0.588 0.02
H -2.803 -2.407 -1.058 0.04
H 1.840 0.624 2.665 -0.02
H -0.136 1.819 2.514 -0.03
H -0.557 -0.964 3.909 -0.05
H 1.966 2.378 0.779 -0.03
H 3.853 1.162 0.382 -0.01
H 2.805 3.781 -1.012 -0.04
C -4.593 3.948 -3.625 -0.14
O -3.808 3.246 -2.659 -0.13
H -5.371 4.493 -3.094 0.08
H -3.966 4.659 -4.174 0.08
H -5.052 3.250 -4.325 0.05
H -3.125 2.770 -3.139 0.06
C 7.836 -0.341 1.570 -0.14
O 6.442 -0.611 1.702 -0.15
H 7.945 0.635 1.103 0.08
H 8.320 -0.324 2.548 0.08
H 8.317 -1.094 0.939 0.08
H 6.350 -1.475 2.115 0.08
C -6.740 -1.495 1.436 -0.14
O -6.584 -1.939 0.087 -0.16
H -5.749 -1.389 1.871 0.05
H -7.249 -0.528 1.468 0.08
H -7.303 -2.223 2.022 0.08
H -7.463 -2.033 -0.290 0.08
C 0.670 0.996 7.507 -0.18
O -0.414 1.830 7.116 -0.14
H 1.256 1.518 8.259 0.07
H 0.299 0.059 7.932 0.07
H 1.305 0.780 6.644 0.06
H -0.910 1.346 6.447 0.05
C -6.668 3.544 -6.897 -0.15
O -5.784 2.612 -6.276 -0.14
H -7.404 3.847 -6.158 0.08
H -6.121 4.426 -7.240 0.08
H -7.181 3.084 -7.744 0.08
H -5.136 2.348 -6.935 0.08
C 2.958 -6.398 4.907 -0.16
O 2.926 -6.077 3.523 -0.15
H 3.385 -7.393 5.013 0.07
H 3.579 -5.685 5.456 0.08
H 1.950 -6.398 5.330 0.07
H 2.548 -5.195 3.440 0.03
C 5.784 -5.863 2.555 -0.16
O 7.087 -6.184 2.059 -0.13
H 5.865 -4.949 3.139 0.08
H 5.091 -5.698 1.729 0.08
H 5.406 -6.661 3.192 0.06
H 7.008 -6.990 1.544 0.07
C -4.824 -3.275 4.167 -0.19
O -6.168 -2.957 4.526 -0.13
H -4.389 -2.408 3.677 0.05
H -4.240 -3.512 5.061 0.08
H -4.804 -4.120 3.478 0.00
H -6.544 -3.729 4.956 0.07
C 0.881 3.882 -7.105 -0.17
O 1.756 2.830 -6.730 -0.13
H 0.976 4.033 -8.178 0.07
H -0.158 3.624 -6.873 0.07
H 1.147 4.812 -6.593 0.07
H 1.662 2.707 -5.780 0.03
```

## Properties
LUMO, Ha: -0.0187
2S+1: 1
Charge: 0



Entry 2:
15 unconnected molecules or ions with the total composition C23H59N14O30PS. Source: the OMol25 dataset; level of theory: the ωB97M-V functional and the def2-TZVPD basis.

```
128
Properties=species:S:1:pos:R:3:lowdin_charge:R:1
C -1.394 -1.926 2.861 0.08
C -1.388 -1.604 1.520 -0.05
C -0.231 -0.878 0.989 -0.51
O 0.859 -0.970 1.534 0.09
O -0.446 -0.140 -0.117 -0.02
C 0.734 0.124 -0.899 -0.14
C 1.595 1.253 -0.337 -0.17
C 0.826 2.297 0.452 -0.19
C 1.670 3.245 1.329 -0.24
C 3.051 3.615 0.814 -0.25
C 4.204 2.611 1.050 -0.47
P 4.207 1.562 2.549 0.57
S 3.806 2.800 4.229 0.37
H -1.317 -2.958 3.180 0.06
H -1.449 -1.172 3.634 0.07
H -2.213 -1.886 0.884 0.10
H 1.322 -0.788 -0.934 0.13
H 0.396 0.339 -1.905 0.12
H 2.138 1.705 -1.165 0.12
H 2.351 0.798 0.291 0.07
H 0.136 1.783 1.112 0.07
H 0.201 2.873 -0.228 0.12
H 1.105 4.175 1.387 0.10
H 1.699 2.859 2.341 0.05
H 2.994 3.843 -0.249 0.11
H 3.339 4.550 1.288 0.10
H 5.134 3.165 1.093 0.04
H 4.276 1.940 0.201 0.06
H 3.038 0.783 2.398 -0.09
H 3.544 1.809 5.081 -0.23
C -2.343 -2.852 -4.476 0.03
N -1.457 -3.161 -5.628 -0.44
O -0.267 -2.964 -5.507 0.06
O -1.989 -3.595 -6.630 0.05
H -1.728 -2.480 -3.665 0.10
H -3.057 -2.097 -4.811 0.06
H -2.850 -3.770 -4.193 0.08
C -3.260 1.873 -4.881 0.05
N -3.985 0.580 -4.856 -0.41
O -3.548 -0.324 -5.545 0.04
O -4.976 0.456 -4.167 0.06
H -2.437 1.765 -5.564 0.05
H -3.958 2.632 -5.222 0.11
H -2.910 2.112 -3.871 0.08
C -6.244 -1.727 -1.828 0.06
N -5.451 -2.758 -2.553 -0.43
O -4.393 -3.098 -2.054 0.03
O -5.902 -3.188 -3.586 0.08
H -5.687 -1.437 -0.946 0.10
H -6.362 -0.893 -2.514 0.08
H -7.206 -2.153 -1.563 0.10
C -3.525 -6.386 -6.524 0.03
N -4.295 -7.659 -6.534 -0.44
O -3.857 -8.590 -7.171 0.07
O -5.333 -7.680 -5.899 0.04
H -2.637 -6.511 -7.130 0.10
H -4.173 -5.619 -6.933 0.08
H -3.269 -6.166 -5.493 0.09
C 6.254 -2.248 3.714 0.04
N 6.017 -0.997 4.479 -0.46
O 6.858 -0.130 4.410 0.04
O 4.991 -0.936 5.124 0.04
H 7.201 -2.159 3.197 0.10
H 6.276 -3.059 4.434 0.07
H 5.433 -2.366 3.014 0.10
C 6.850 -3.038 8.098 0.05
N 8.056 -3.467 7.334 -0.45
O 9.108 -3.544 7.924 0.08
O 7.892 -3.707 6.155 0.05
H 7.145 -2.859 9.124 0.09
H 6.472 -2.134 7.628 0.09
H 6.122 -3.839 8.028 0.10
C 2.104 1.945 9.250 0.05
N 2.564 2.293 7.878 -0.44
O 2.738 3.461 7.617 0.07
O 2.735 1.367 7.112 0.04
H 1.997 2.862 9.816 0.09
H 1.156 1.426 9.151 0.10
H 2.854 1.294 9.688 0.10
C -2.590 5.813 -1.669 0.05
N -2.724 4.818 -2.768 -0.43
O -2.964 3.664 -2.485 0.06
O -2.586 5.229 -3.902 0.06
H -2.731 5.319 -0.716 0.06
H -1.594 6.240 -1.744 0.10
H -3.347 6.573 -1.838 0.10
C -1.240 3.327 2.910 0.05
N -1.972 3.501 1.626 -0.42
O -2.161 4.640 1.233 0.04
O -2.338 2.505 1.050 0.08
H -0.985 4.308 3.306 0.06
H -1.900 2.792 3.585 0.11
H -0.353 2.740 2.692 0.07
C -2.571 7.368 5.631 0.05
N -1.994 6.135 5.028 -0.44
O -2.251 5.073 5.551 0.07
O -1.299 6.286 4.045 0.06
H -3.162 7.081 6.492 0.09
H -1.742 8.008 5.914 0.10
H -3.182 7.844 4.871 0.10
C -2.885 -5.624 -0.407 0.05
N -2.115 -5.023 0.714 -0.43
O -0.995 -5.430 0.933 0.08
O -2.690 -4.176 1.365 0.04
H -2.279 -6.387 -0.880 0.10
H -3.776 -6.055 0.039 0.10
H -3.153 -4.846 -1.116 0.07
C 9.358 2.144 2.937 0.05
N 8.380 2.250 1.822 -0.45
O 8.635 1.682 0.782 0.07
O 7.380 2.895 2.042 0.04
H 10.192 1.539 2.603 0.09
H 9.674 3.152 3.188 0.10
H 8.839 1.682 3.772 0.09
C 1.479 2.378 -6.850 0.05
N 0.072 2.116 -6.445 -0.44
O -0.115 1.534 -5.396 0.06
O -0.795 2.501 -7.198 0.07
H 2.133 1.978 -6.086 0.09
H 1.637 1.886 -7.805 0.10
H 1.593 3.453 -6.947 0.10
C -7.972 -6.380 -7.793 0.05
N -7.007 -5.909 -8.824 -0.44
O -7.297 -6.048 -9.990 0.08
O -5.979 -5.414 -8.411 0.05
H -8.833 -6.796 -8.299 0.09
H -7.461 -7.127 -7.191 0.08
H -8.242 -5.520 -7.188 0.10
```

## Properties
LUMO, Ha: -0.0071
2S+1: 1
Charge: 0



no.,maximum force (eV/Å)
1,2.57
2,1.92